92
Properties=species:S:1:pos:R:3 method="wB97M-V/def2-TZVPD" multiplicity=1 e_lumo_ev=-2.947 total_charge=+1 energy_ev=-79223.443
Ta -0.263 0.369 0.075
O 0.219 -1.242 0.825
C 0.309 -2.585 0.939
C 1.532 -3.174 1.193
C 1.614 -4.545 1.365
C 0.470 -5.335 1.281
C -0.745 -4.731 1.013
C -0.839 -3.352 0.828
C -2.145 -2.772 0.515
N -2.379 -1.573 0.156
C -3.778 -1.311 -0.198
C -4.050 0.176 -0.251
N -2.964 0.763 -0.999
C -3.230 1.351 -2.093
C -2.205 1.928 -2.971
C -2.553 2.474 -4.206
C -1.582 2.956 -5.067
C -0.243 2.892 -4.693
C 0.119 2.374 -3.460
C -0.866 1.906 -2.613
O -0.543 1.427 -1.390
H 2.408 -2.541 1.278
H 2.573 -5.000 1.581
H 0.529 -6.405 1.426
H -1.647 -5.331 0.939
H -2.973 -3.488 0.571
H -4.466 -1.804 0.492
H -3.961 -1.721 -1.196
H -4.062 0.603 0.753
H -5.030 0.347 -0.705
H -4.265 1.440 -2.442
H -3.602 2.513 -4.479
H -1.864 3.378 -6.022
H 0.523 3.247 -5.369
H 1.154 2.329 -3.139
N 3.326 3.379 0.277
C 2.580 2.268 0.124
S 1.143 2.184 1.112
N 2.991 1.359 -0.688
N 2.135 0.309 -0.842
C 2.618 -0.686 -1.492
C 4.025 -0.779 -1.952
C 4.287 -0.999 -3.301
C 5.596 -1.036 -3.762
C 6.649 -0.878 -2.871
C 6.390 -0.684 -1.517
C 5.083 -0.625 -1.061
C 1.687 -1.770 -1.834
C 2.136 -3.053 -2.103
C 1.211 -4.037 -2.409
C -0.128 -3.702 -2.457
C -0.486 -2.391 -2.189
N 0.397 -1.440 -1.874
H 3.072 4.064 0.964
H 4.244 3.404 -0.132
H 3.465 -1.124 -3.998
H 5.796 -1.190 -4.816
H 7.671 -0.906 -3.229
H 7.211 -0.573 -0.819
H 4.880 -0.467 -0.009
H 3.193 -3.273 -2.057
H 1.536 -5.049 -2.614
H -0.887 -4.436 -2.694
H -1.520 -2.074 -2.244
C -2.077 3.675 0.325
Si -1.896 2.892 2.024
C -0.863 4.113 3.001
C -3.586 2.942 2.832
C -1.390 1.041 1.925
Si -0.843 0.296 3.594
C -2.432 -0.249 4.429
C 0.253 -1.215 3.637
C 0.039 1.491 4.723
H -2.999 4.266 0.285
H -2.126 2.937 -0.475
H -1.238 4.343 0.110
H -1.096 5.109 2.609
H 0.214 3.966 2.921
H -1.126 4.107 4.058
H -3.936 3.980 2.864
H -3.554 2.577 3.862
H -4.337 2.354 2.291
H -2.347 0.534 1.724
H -3.015 -0.913 3.781
H -3.064 0.601 4.695
H -2.205 -0.797 5.351
H -0.224 -2.108 3.228
H 0.456 -1.406 4.695
H 1.214 -1.070 3.136
H -0.629 2.258 5.110
H 0.882 1.990 4.237
H 0.427 0.930 5.579

98
Properties=species:S:1:pos:R:3 method="wB97M-V/def2-TZVPD" multiplicity=1 e_lumo_ev=0.033 total_charge=0 energy_ev=-110089.619
C 4.665 0.081 4.664
S 4.197 -1.565 5.182
O 3.171 -1.407 6.174
O 5.343 -2.330 5.558
B 3.325 -2.263 3.637
O 2.044 -1.864 3.473
B 1.926 -1.578 2.124
I 1.590 0.407 1.455
O 2.131 -2.643 1.277
B 3.448 -2.968 1.454
P 4.471 -3.201 -0.170
O 3.672 -3.963 -1.126
O 5.837 -3.912 0.100
O 4.742 -1.739 -0.721
O 3.965 -3.054 2.735
H 5.388 0.440 5.383
H 5.140 -0.024 3.695
H 3.784 0.699 4.590
H 5.741 -4.808 -0.282
H 4.075 -1.540 -1.405
C 2.210 3.376 9.153
C 1.479 3.284 7.836
C 1.876 2.118 6.961
O 1.583 2.622 5.648
C 1.713 3.971 5.694
O 1.743 4.677 4.739
O 1.808 4.396 6.976
H 2.142 4.385 9.557
H 1.789 2.678 9.874
H 3.270 3.147 9.029
H 0.398 3.303 8.001
H 1.313 1.211 7.161
H 2.944 1.896 7.014
C -1.270 4.645 2.940
C -0.787 4.354 1.546
C -1.764 4.757 0.468
O -1.468 3.808 -0.573
C -0.990 2.693 0.028
O -0.848 1.644 -0.522
O -0.709 2.925 1.328
H -0.751 4.024 3.668
H -1.134 5.690 3.214
H -2.333 4.408 2.982
H 0.208 4.770 1.369
H -1.633 5.778 0.120
H -2.802 4.606 0.772
C -1.471 0.518 -3.189
C -2.210 0.423 -4.500
C -1.831 -0.747 -5.377
O -2.144 -0.252 -6.689
C -2.010 1.099 -6.653
O -2.003 1.802 -7.609
O -1.892 1.529 -5.372
H -1.525 1.525 -2.790
H -1.891 -0.170 -2.458
H -0.413 0.282 -3.314
H -3.289 0.445 -4.319
H -2.396 -1.651 -5.164
H -0.763 -0.970 -5.338
C -4.455 3.172 -5.776
C -5.104 1.813 -5.658
C -6.592 1.789 -5.918
O -7.016 0.659 -5.138
C -6.150 0.532 -4.108
O -6.322 -0.166 -3.159
O -5.062 1.320 -4.298
H -3.501 3.194 -5.253
H -4.286 3.427 -6.821
H -5.084 3.945 -5.330
H -4.581 1.088 -6.288
H -6.848 1.651 -6.965
H -7.097 2.677 -5.535
C -6.254 0.555 -0.511
C -5.052 1.096 0.215
C -4.476 0.201 1.287
O -3.848 1.152 2.163
C -4.526 2.316 2.045
O -4.371 3.263 2.750
O -5.376 2.272 0.997
H -6.804 1.359 -0.996
H -5.944 -0.163 -1.267
H -6.945 0.064 0.179
H -4.285 1.387 -0.510
H -3.745 -0.511 0.913
H -5.247 -0.332 1.847
C 6.462 -7.028 -4.440
C 6.356 -7.752 -3.120
C 5.079 -8.534 -2.916
O 4.949 -8.527 -1.486
C 5.552 -7.405 -1.037
O 5.454 -6.976 0.069
O 6.281 -6.825 -2.019
H 7.204 -6.233 -4.380
H 6.749 -7.718 -5.233
H 5.513 -6.565 -4.710
H 7.234 -8.383 -2.962
H 5.127 -9.552 -3.293
H 4.207 -8.031 -3.340

| no. | gap between HOMO and LUMO (eV) |
| --- | --- |
| 1 | 7.834 |
| 2 | 10.087 |